# 1
C29H23N3NiS2 as an isolated structure. Source: the OMol25 dataset; level of theory: ωB97M-V/def2-TZVPD.

Structure (ORCA input):
```
! wB97M-V def2-TZVPD RIJCOSX def2/J DEFGRID3
* xyz 2 3
Ni 0.216 0.107 0.171
C -0.507 -1.508 3.999
C 0.170 -1.803 2.693
C 1.139 -0.932 2.176
C 1.833 -1.244 0.995
C 1.498 -2.392 0.270
C 0.535 -3.254 0.783
C -0.101 -2.970 1.984
H -0.474 -0.446 4.240
H -0.006 -2.045 4.807
H -1.546 -1.835 3.991
H 1.427 -0.059 2.752
H 2.679 -0.637 0.699
H 2.032 -2.644 -0.636
H 0.301 -4.169 0.253
H -0.822 -3.673 2.384
S 5.294 2.748 -4.036
C 6.190 1.542 -4.837
C 5.808 0.289 -4.468
C 4.759 0.312 -3.515
C 4.367 1.582 -3.183
C 3.313 1.987 -2.251
C 2.492 1.017 -1.646
N 1.514 1.315 -0.805
C 1.276 2.615 -0.504
C 2.028 3.653 -1.042
C 1.705 5.008 -0.665
C 0.697 5.270 0.192
C -0.092 4.205 0.762
C -1.146 4.403 1.665
C -1.856 3.330 2.177
C -1.473 2.048 1.742
N -0.483 1.840 0.891
C 0.208 2.894 0.405
C -2.956 3.491 3.132
C -3.447 4.654 3.654
C -4.512 4.445 4.568
C -4.807 3.128 4.725
S -3.812 2.135 3.759
C 3.060 3.309 -1.925
H 6.956 1.821 -5.543
H 6.255 -0.612 -4.859
H 4.327 -0.588 -3.102
H 2.635 -0.033 -1.867
H 2.291 5.814 -1.086
H 0.463 6.290 0.467
H -1.396 5.414 1.961
H -1.989 1.166 2.100
H -3.068 5.636 3.407
H -5.030 5.238 5.087
H -5.561 2.685 5.357
H 3.664 4.101 -2.352
C -3.809 -2.053 -0.324
C -2.529 -1.397 -0.092
N -1.523 -0.883 0.087
H -3.639 -3.010 -0.814
H -4.424 -1.420 -0.964
H -4.317 -2.212 0.626
*
```

Output
HOMO-LUMO gap (spin up / spin down): 6.80 / 5.55 eV
LUMO level (spin up / spin down): -0.22813 / -0.27409 hartree
M: 536.35 u
Energy relative to the best compared isomer or geometry (same formula, charge and spin): 11.3 kJ/mol
HOMO level (spin up / spin down): -13.0 / -13.0 eV

# 2
An isolated ion of composition C5H10N3 and charge +1 in a non-equilibrium geometry. Source: the OMol25 dataset; level of theory: ωB97M-V/def2-TZVPD.

Structure (ORCA input):
```
! wB97M-V def2-TZVPD RIJCOSX def2/J DEFGRID3
* xyz 1 1
C 0.340 -1.598 -0.034
C -3.219 0.014 0.059
C 0.074 0.983 -0.197
C 2.314 -0.158 -0.039
C -0.438 -0.406 -0.104
N 1.638 -1.426 0.036
N -1.844 -0.596 0.048
N 1.512 1.108 0.279
H -0.095 -2.686 -0.095
H -4.045 -0.652 0.243
H -3.103 1.092 -0.094
H 0.173 1.164 -1.340
H -0.619 1.724 0.266
H 3.134 -0.292 0.676
H 2.722 0.099 -1.061
H -1.982 -1.561 0.115
H 2.042 1.977 -0.032
H 1.396 1.213 1.272
*
```

Output
HOMO-LUMO gap (spin up / spin down): 7.52 / 7.89 eV
LUMO level (spin up / spin down): -0.14730 / -0.12989 hartree
M: 112.16 u
Energy relative to the best compared isomer or geometry (same formula, charge and spin): 481.8 kJ/mol
HOMO level (spin up / spin down): -11.5 / -11.4 eV